{
  "formula": "C5H8N2",
  "method": "the ωB97M-V functional and the def2-TZVPD basis",
  "elements": ["C", "N", "C", "N", "C", "C", "C", "H", "H", "H", "H", "H", "H", "H", "H"],
  "positions_angstrom": [[-2.878851, -0.247188, -0.050826], [-1.530236, 0.272602, -0.132200], [-0.682007, -0.159538, 0.720952], [0.639374, 0.178705, 0.824334], [1.548218, 0.333802, -0.193256], [2.961138, -0.112003, -0.095215], [0.856631, 1.183870, -0.908005], [-3.108677, -0.811657, -0.961526], [-3.046327, -0.906449, 0.815686], [-3.590443, 0.584762, 0.004797], [-0.984195, -0.836204, 1.533905], [3.375185, 0.219628, 0.862377], [2.999596, -1.206206, -0.119482], [3.552109, 0.297290, -0.917359], [-0.111519, 1.208588, -1.384175]],
  "forces_ev_per_a": [[-0.2, -0.1, 0.0], [0.2, -0.1, 0.3], [-0.1, 0.1, -0.2], [-0.1, -0.1, 0.0], [0.1, 0.2, -0.2], [0.0, 0.0, 0.0], [0.2, -0.3, 0.3], [0.0, 0.1, 0.1], [0.0, 0.1, -0.1], [0.1, -0.1, 0.0], [0.0, 0.1, -0.1], [-0.1, -0.1, -0.1], [0.0, 0.2, 0.0], [-0.1, -0.1, 0.1], [-0.1, 0.1, -0.1]],
  "mulliken_charge": [-0.727, -0.415, 0.171, -0.451, 0.446, -1.047, -0.277, 0.247, 0.285, 0.237, 0.310, 0.294, 0.286, 0.292, 0.348],
  "max_force_ev_per_a": 0.43,
  "total_charge": 0,
  "lumo_ev": [-0.039, -0.038],
  "multiplicity": 1,
  "relative_energy_kj_mol": 472.2,
  "e_homo_ev": [-8.4010, -8.4011],
  "gap_ev": [8.362, 8.363]
}

{
  "formula": "C5H8N2",
  "method": "the ωB97M-V functional and the def2-TZVPD basis",
  "elements": ["N", "C", "C", "N", "C", "C", "C", "H", "H", "H", "H", "H", "H", "H", "H"],
  "positions_angstrom": [[2.022108, 0.122975, -0.622941], [1.029883, -0.530309, 0.199277], [0.763967, 0.113782, 1.567884], [-0.363674, 0.344817, 1.923521], [-0.344075, -0.619656, -0.522941], [-1.106866, 0.646504, -0.852839], [-1.561612, -0.297658, 0.207433], [2.912466, 0.174569, -0.138615], [1.725516, 1.073708, -0.820980], [1.391425, -1.545903, 0.414476], [-0.349499, -1.426217, -1.253512], [-0.685011, 1.600820, -0.528219], [-1.611927, 0.715021, -1.818774], [-2.483542, -0.882138, 0.143011], [-1.339159, 0.509681, 2.103215]],
  "forces_ev_per_a": [[0.0, 0.2, 0.1], [-0.1, -0.1, 0.0], [-0.5, 0.1, 0.0], [-0.1, -0.4, -0.7], [0.2, -0.1, 0.0], [0.1, 0.3, -0.1], [0.1, -0.1, 0.0], [-0.1, 0.0, -0.1], [0.1, -0.1, 0.0], [-0.1, 0.1, 0.0], [0.0, 0.1, 0.1], [0.0, -0.2, 0.0], [0.1, -0.1, 0.3], [0.3, 0.2, 0.2], [0.1, 0.1, 0.3]],
  "mulliken_charge": [-0.587, 0.004, -0.342, -0.176, -0.258, -0.547, -0.559, 0.279, 0.262, 0.366, 0.351, 0.215, 0.296, 0.314, 0.381],
  "max_force_ev_per_a": 0.83,
  "total_charge": 0,
  "lumo_ev": [0.515, 0.515],
  "multiplicity": 1,
  "relative_energy_kj_mol": 533.1,
  "e_homo_ev": [-7.4514, -7.4526],
  "gap_ev": [7.966, 7.967]
}

{
  "formula": "C5H8N2",
  "method": "the ωB97M-V functional and the def2-TZVPD basis",
  "elements": ["C", "C", "C", "C", "C", "N", "N", "H", "H", "H", "H", "H", "H", "H", "H"],
  "positions_angstrom": [[0.515935, 1.132093, -1.236875], [-0.927141, -0.905883, -1.129361], [0.341061, -0.268965, -1.521099], [0.169915, -0.747251, -0.058103], [0.052926, 0.438645, 2.107740], [0.386364, 1.538606, -0.043392], [0.165113, 0.493951, 0.707761], [0.632110, 1.800272, -2.089336], [-1.848553, -0.454589, -0.886043], [-1.103320, -1.979753, -1.356654], [0.947482, -0.630943, -2.298738], [0.721355, -1.583262, 0.377278], [-0.108276, 1.529236, 2.548620], [-0.870019, -0.251195, 2.247990], [0.925048, -0.110962, 2.630212]],
  "forces_ev_per_a": [[-0.2, 1.9, -2.7], [0.2, -2.3, 1.6], [-0.1, 0.1, 1.5], [0.1, 0.0, -0.5], [-1.1, 0.1, 2.1], [0.1, 1.6, 0.1], [0.1, -2.8, -0.4], [0.3, 0.3, 0.6], [-0.8, 1.1, -0.2], [0.5, 0.9, -0.2], [0.6, -1.0, -0.7], [-0.4, 0.1, -0.1], [0.3, -2.5, -0.9], [1.3, 1.4, 0.6], [-1.0, 1.0, -0.7]],
  "mulliken_charge": [-0.217, -0.659, -0.321, -0.312, -0.732, -0.867, 0.690, 0.413, 0.270, 0.257, 0.380, 0.354, 0.244, 0.256, 0.244],
  "max_force_ev_per_a": 3.34,
  "smiles": "CN1N=C[C@@H]2C[C@@H]21",
  "total_charge": 0,
  "lumo_ev": 1.039,
  "multiplicity": 1,
  "relative_energy_kj_mol": 307.3,
  "e_homo_ev": -7.6441,
  "gap_ev": 8.683
}

{
  "formula": "C5H8N2",
  "method": "the ωB97M-V functional and the def2-TZVPD basis",
  "elements": ["C", "N", "C", "C", "C", "N", "C", "H", "H", "H", "H", "H", "H", "H", "H"],
  "positions_angstrom": [[-1.829055, -1.057631, 0.969785], [-0.789523, -0.229287, 0.401536], [-0.145989, 0.762834, 1.076426], [1.008280, 1.101326, 0.398553], [0.986878, 0.342118, -0.805743], [2.014302, 0.464973, -1.759281], [-0.082737, -0.521092, -0.753760], [-2.483080, -0.443970, 1.595549], [-2.418583, -1.503684, 0.165831], [-1.406596, -1.861780, 1.587767], [-0.592453, 1.158574, 1.979745], [1.901730, 1.489720, 0.849994], [2.408789, 1.395972, -1.695852], [1.717904, 0.295938, -2.710899], [-0.283337, -1.424069, -1.318750]],
  "forces_ev_per_a": [[-0.1, 0.0, 0.0], [0.1, 0.2, -0.1], [0.0, -0.3, 0.2], [-0.7, -0.7, 0.1], [0.5, -0.2, 0.3], [0.0, 0.0, -0.1], [0.1, 0.0, 0.0], [0.1, -0.1, -0.1], [0.0, 0.1, 0.1], [-0.1, 0.1, -0.1], [0.3, -0.2, 0.0], [-0.1, 0.9, -0.2], [0.0, -0.2, -0.2], [0.0, 0.0, 0.1], [-0.2, 0.4, -0.1]],
  "mulliken_charge": [-0.890, 0.180, -0.334, -0.748, 0.560, -0.591, -0.666, 0.301, 0.343, 0.294, 0.365, 0.330, 0.269, 0.244, 0.344],
  "max_force_ev_per_a": 1.01,
  "smiles": "Cn1ccc(N)c1",
  "total_charge": 0,
  "lumo_ev": 1.062,
  "multiplicity": 1,
  "relative_energy_kj_mol": 78.5,
  "e_homo_ev": -7.4398,
  "gap_ev": 8.502
}

{
  "formula": "C5H8N2",
  "method": "the ωB97M-V functional and the def2-TZVPD basis",
  "elements": ["C", "C", "N", "C", "C", "N", "C", "H", "H", "H", "H", "H", "H", "H", "H"],
  "positions_angstrom": [[0.927918, 0.713451, -1.578446], [0.508024, 1.143676, -0.165854], [0.073101, 0.023096, 0.685854], [-1.243740, -0.055631, 1.093649], [-1.547429, -1.376667, 1.203020], [-0.432837, -2.142516, 0.926459], [0.508425, -1.283107, 0.627336], [1.092421, 1.626304, -2.156112], [1.851159, 0.122246, -1.627851], [0.145508, 0.141252, -2.093031], [-0.341723, 1.833383, -0.261649], [1.273727, 1.758391, 0.321924], [-1.830733, 0.846884, 1.201751], [-2.529390, -1.799488, 1.382845], [1.545569, -1.551274, 0.440106]],
  "forces_ev_per_a": [[0.0, 0.1, 0.0], [0.2, 0.2, 0.0], [-0.2, -0.1, -0.2], [-0.2, 0.1, -0.4], [-0.1, 0.1, 0.0], [0.1, 0.3, 0.2], [0.0, 0.1, 0.0], [0.1, -0.1, 0.0], [-0.2, 0.2, 0.3], [0.1, 0.1, 0.3], [0.1, -0.4, 0.1], [0.2, -0.4, -0.1], [0.0, -0.2, -0.1], [0.3, -0.1, 0.2], [-0.3, 0.2, -0.2]],
  "mulliken_charge": [-1.094, -0.376, 0.174, -0.225, -0.423, -0.590, -0.128, 0.371, 0.318, 0.302, 0.300, 0.261, 0.371, 0.372, 0.368],
  "max_force_ev_per_a": 0.46,
  "smiles": "CCn1ccnc1",
  "total_charge": 0,
  "lumo_ev": 0.948,
  "multiplicity": 1,
  "relative_energy_kj_mol": 45.4,
  "e_homo_ev": -8.7705,
  "gap_ev": 9.719
}

{
  "formula": "C5H8N2",
  "method": "the ωB97M-V functional and the def2-TZVPD basis",
  "elements": ["C", "C", "C", "C", "N", "C", "N", "H", "H", "H", "H", "H", "H", "H", "H"],
  "positions_angstrom": [[-0.922956, -1.023710, 1.013597], [-0.032223, -0.105424, 0.151504], [-0.668605, 0.388676, -1.180376], [0.337272, 0.812932, -2.203277], [1.278199, 1.075775, -2.831617], [0.914471, 0.794854, 0.868265], [1.395069, -0.280164, 0.011085], [-1.830090, -0.508942, 1.364061], [-1.265485, -1.930614, 0.499070], [-0.421499, -1.366332, 1.930736], [-1.382571, 1.202369, -0.987259], [-1.256584, -0.455626, -1.561480], [1.034690, 0.677361, 1.948080], [1.049266, 1.811093, 0.491713], [1.771046, -1.092249, 0.485901]],
  "forces_ev_per_a": [[0.1, 0.0, -0.1], [-0.4, 0.2, 0.1], [-0.2, -0.1, 0.1], [1.1, -0.1, 0.4], [-1.7, -0.2, 0.6], [-0.1, 0.1, 0.0], [0.3, -0.5, 0.0], [0.3, 0.1, -0.3], [0.2, 0.2, -0.2], [0.2, 0.2, -0.4], [0.2, -0.1, -0.1], [0.1, 0.2, -0.3], [-0.2, 0.1, -0.3], [0.2, -0.3, 0.1], [-0.1, 0.2, 0.3]],
  "mulliken_charge": [-1.468, 1.000, -0.624, 0.211, -0.407, -0.598, -0.586, 0.321, 0.355, 0.369, 0.306, 0.330, 0.296, 0.236, 0.258],
  "max_force_ev_per_a": 1.77,
  "smiles": "C[C@@]1(CC#N)CN1",
  "total_charge": 0,
  "lumo_ev": 0.769,
  "multiplicity": 1,
  "relative_energy_kj_mol": 156.9,
  "e_homo_ev": -9.6773,
  "gap_ev": 10.446
}

{
  "formula": "C5H8N2",
  "method": "the ωB97M-V functional and the def2-TZVPD basis",
  "elements": ["C", "N", "C", "N", "C", "C", "C", "H", "H", "H", "H", "H", "H", "H", "H"],
  "positions_angstrom": [[1.066555, 2.153705, -0.023356], [0.258392, 0.991764, 0.270953], [0.234532, 0.317707, 1.452025], [-0.267457, -0.885553, 1.335494], [-0.565023, -1.024132, -0.002833], [-1.038178, -2.322555, -0.569364], [-0.255215, 0.127212, -0.671287], [0.600357, 2.747227, -0.814371], [1.164186, 2.765542, 0.876173], [2.062314, 1.840498, -0.350322], [0.607327, 0.762207, 2.368759], [-0.334059, -3.112814, -0.289709], [-2.023395, -2.611500, -0.192431], [-1.078659, -2.276506, -1.661689], [-0.354654, 0.414814, -1.709562]],
  "forces_ev_per_a": [[0.0, 0.2, 0.0], [0.0, -0.2, 0.1], [0.0, 0.1, 0.1], [0.1, 0.1, -0.1], [0.0, -0.1, -0.1], [0.0, 0.0, 0.0], [0.0, -0.1, 0.0], [0.0, -0.1, 0.2], [0.0, 0.0, -0.1], [-0.1, 0.1, 0.0], [-0.1, -0.1, -0.2], [-0.1, 0.1, 0.0], [0.1, 0.1, 0.0], [0.0, 0.0, 0.2], [0.1, -0.1, 0.2]],
  "mulliken_charge": [-0.840, 0.101, -0.070, -0.641, 0.433, -1.055, -0.390, 0.292, 0.303, 0.319, 0.373, 0.268, 0.262, 0.291, 0.356],
  "max_force_ev_per_a": 0.23,
  "smiles": "Cc1cn(C)cn1",
  "total_charge": 0,
  "lumo_ev": 0.900,
  "multiplicity": 1,
  "relative_energy_kj_mol": 9.6,
  "e_homo_ev": -8.4952,
  "gap_ev": 9.395
}

{
  "formula": "C5H8N2",
  "method": "the ωB97M-V functional and the def2-TZVPD basis",
  "elements": ["C", "N", "C", "C", "C", "C", "N", "H", "H", "H", "H", "H", "H", "H", "H"],
  "positions_angstrom": [[-0.002880, 1.478692, -1.736260], [-0.129590, 0.314194, -0.884163], [-1.339114, -0.152866, -0.394645], [-1.204947, -0.709156, 0.832083], [0.216770, -0.633851, 1.164051], [1.098233, -1.310491, 1.940321], [0.724518, 0.271188, 0.232684], [-0.770015, 1.417661, -2.512848], [0.972931, 1.441588, -2.232209], [-0.098790, 2.436164, -1.203185], [-2.211672, -0.101689, -1.039898], [-1.929146, -1.345943, 1.321526], [1.725259, 0.159733, 0.093112], [2.044190, -1.588583, 1.484483], [0.904252, -1.676640, 2.934950]],
  "forces_ev_per_a": [[0.0, 0.0, -0.1], [-0.1, -0.1, 0.0], [0.1, 0.0, 0.1], [0.0, 0.1, 0.1], [0.1, 0.0, -0.1], [-0.2, -0.3, 0.1], [0.2, -0.1, 0.0], [0.1, 0.0, 0.1], [-0.2, 0.1, 0.1], [0.0, -0.2, 0.0], [0.2, 0.0, 0.2], [0.1, 0.3, 0.0], [-0.1, 0.1, -0.6], [0.2, 0.6, 0.4], [-0.4, -0.4, -0.2]],
  "mulliken_charge": [-0.865, 0.073, -0.179, -0.749, 0.702, -0.980, -0.345, 0.333, 0.267, 0.318, 0.354, 0.344, 0.272, 0.199, 0.255],
  "max_force_ev_per_a": 0.77,
  "smiles": "C=C1C=CN(C)N1",
  "total_charge": 0,
  "lumo_ev": 0.911,
  "multiplicity": 1,
  "relative_energy_kj_mol": 258.5,
  "e_homo_ev": -6.8286,
  "gap_ev": 7.740
}

{
  "formula": "C5H8N2",
  "method": "the ωB97M-V functional and the def2-TZVPD basis",
  "elements": ["C", "C", "C", "N", "C", "C", "N", "H", "H", "H", "H", "H", "H", "H", "H"],
  "positions_angstrom": [[-0.676877, 1.387940, 0.015367], [-0.265964, -0.067270, -0.008907], [-1.275799, -1.028085, 0.583631], [0.342092, -0.656298, -1.196649], [1.146971, -0.557806, 0.036181], [2.365445, 0.214157, -0.080818], [3.401980, 0.681080, -0.295921], [-1.050128, 1.661837, 1.008304], [-1.501051, 1.540735, -0.692274], [0.133912, 2.074595, -0.245924], [-2.192588, -0.999740, -0.014773], [-0.883413, -2.047672, 0.532116], [-1.518168, -0.789221, 1.623612], [0.657186, 0.078794, -1.828543], [1.316409, -1.493052, 0.564595]],
  "forces_ev_per_a": [[0.1, 0.0, 0.0], [-0.2, 0.0, 0.1], [0.0, 0.0, 0.1], [0.0, 0.0, -0.2], [0.2, -0.1, 0.1], [0.7, 0.4, -0.2], [-0.9, -0.2, 0.3], [0.1, -0.1, -0.1], [0.1, 0.0, 0.1], [0.0, -0.2, 0.0], [0.1, 0.0, 0.1], [-0.1, 0.1, 0.0], [0.0, 0.0, -0.1], [0.0, -0.1, 0.0], [0.0, 0.0, -0.2]],
  "mulliken_charge": [-1.327, 1.534, -1.394, -0.703, -0.317, -0.051, -0.465, 0.354, 0.323, 0.348, 0.310, 0.374, 0.356, 0.319, 0.342],
  "max_force_ev_per_a": 1.02,
  "smiles": "CC1(C)N[C@H]1C#N",
  "total_charge": 0,
  "lumo_ev": 0.856,
  "multiplicity": 1,
  "relative_energy_kj_mol": 131.3,
  "e_homo_ev": -9.9694,
  "gap_ev": 10.826
}

{
  "formula": "C5H8N2",
  "method": "the ωB97M-V functional and the def2-TZVPD basis",
  "elements": ["C", "C", "C", "C", "N", "C", "N", "H", "H", "H", "H", "H", "H", "H", "H"],
  "positions_angstrom": [[0.334466, -0.021625, -1.082291], [-0.266284, 0.405079, 0.255484], [-0.533330, -1.029232, 0.712092], [0.297913, -1.506617, -0.438931], [0.824032, -2.611819, -0.755507], [0.180208, 1.536067, 1.088122], [-1.174255, 1.500095, 0.520070], [-0.361875, 0.097611, -1.929137], [1.295698, 0.445092, -1.359684], [1.254840, -2.259169, -1.624721], [-1.585126, -1.312389, 0.601850], [-0.179646, -1.314246, 1.703564], [0.909056, 2.228809, 0.666508], [0.223097, 1.431492, 2.170672], [-1.236110, 2.119511, -0.284640]],
  "forces_ev_per_a": [[-0.1, -0.8, 0.3], [-0.2, 0.0, 0.2], [-0.1, 0.1, 0.3], [0.0, 1.1, -0.4], [0.0, 1.6, -0.8], [0.3, 0.1, 0.2], [-0.1, 0.2, -0.2], [0.1, -0.2, 0.3], [-0.2, -0.5, 0.2], [0.5, -1.4, -0.1], [0.1, 0.0, 0.0], [0.0, 0.0, 0.0], [-0.2, -0.1, 0.0], [0.0, 0.0, -0.2], [0.0, -0.1, 0.1]],
  "mulliken_charge": [-0.570, 0.494, -0.515, 0.245, -0.685, -0.530, -0.685, 0.279, 0.365, 0.287, 0.262, 0.300, 0.252, 0.252, 0.247],
  "max_force_ev_per_a": 1.76,
  "smiles": "N=C1CC2(CN2)C1",
  "total_charge": 0,
  "lumo_ev": 0.901,
  "multiplicity": 1,
  "relative_energy_kj_mol": 245.5,
  "e_homo_ev": -9.6552,
  "gap_ev": 10.556
}

Electronic energy, record by record: -304.6556; -304.6324; -304.7185; -304.8056; -304.8182; -304.7757; -304.8318; -304.7370; -304.7855; -304.7420 hartree